92
Properties=species:S:1:pos:R:3:forces:R:3:lowdin_charge:R:1 method="wB97M-V/def2-TZVPD" total_energy_ha=-2327.31845 max_force_ha_per_bohr=0.015 total_charge=0 orbital_gap_ha=0.2854
S 3.511590 -2.393198 0.551906 -0.017 -0.079 -0.164 0.905
O 0.741604 1.138125 4.314534 0.107 -0.282 0.415 0.091
O -0.248147 -1.365666 -0.649348 0.535 -0.366 -0.451 0.169
O -0.586215 0.106459 2.170825 -0.104 0.102 -0.064 0.151
O 0.211900 -0.252331 -4.192813 0.029 0.083 -0.101 -0.067
O -5.434251 -2.039984 -9.425099 0.056 0.005 0.003 -0.063
O 4.552465 -1.707866 6.099835 0.150 0.295 0.400 0.111
O 0.640352 5.757328 5.013435 -0.029 0.063 -0.013 -0.051
O -5.084316 1.516720 -6.277323 0.089 -0.057 0.069 -0.063
O 5.672438 -2.782692 9.279856 0.012 -0.070 0.037 -0.062
O 3.857152 1.819685 5.664147 0.069 -0.118 0.012 0.152
O 3.405013 -2.634506 3.538549 0.207 -0.033 0.101 0.105
N 2.962271 -0.251584 5.244176 0.628 -0.283 0.096 0.061
C 2.800512 -1.676333 3.123009 -0.230 -0.047 -0.032 -0.329
C 3.996760 0.790629 5.076425 -0.046 0.078 -0.156 -0.405
C -1.193379 4.756792 6.239668 0.017 0.066 0.043 -0.063
C -6.560902 -0.369834 -6.619185 0.110 -0.034 -0.006 -0.059
C -0.552333 0.546982 -5.098677 -0.137 -0.184 -0.139 -0.490
C 0.575129 -0.202865 2.305371 0.044 -0.042 0.063 -0.270
C -5.890307 0.543900 -5.606845 -0.236 0.088 -0.113 -0.498
C 7.081351 -2.553882 9.330574 0.007 -0.003 -0.178 -0.501
C -5.414850 -1.196532 -10.576161 -0.125 -0.057 -0.129 -0.500
C 2.322431 -0.591848 4.022900 -0.270 0.328 0.114 -0.085
C -0.242634 0.160814 -6.536468 0.105 0.025 0.005 -0.061
C -6.747008 -0.481727 -10.739373 -0.002 0.032 0.093 -0.058
C -5.049441 -1.993686 -11.818103 0.081 -0.040 0.043 -0.064
C -0.850941 4.289706 3.792475 0.043 0.050 -0.075 -0.057
C -0.710086 5.312141 4.908310 0.011 -0.190 0.052 -0.502
C 1.251501 0.101525 3.617149 -0.006 0.129 -0.154 -0.153
C 2.451142 -1.549652 1.657596 -0.016 -0.023 0.024 -0.470
C 1.373381 -0.861853 1.247220 0.210 -0.127 0.073 -0.059
C -6.899805 1.234405 -4.703390 0.073 0.033 0.064 -0.062
C 3.416296 -1.315820 6.114460 -0.274 -0.158 -0.224 -0.431
C 1.705082 0.108397 -1.302115 -0.376 0.328 -0.029 0.013
C 2.390477 -1.789244 7.105253 0.073 -0.075 -0.013 0.028
C 7.409695 -1.242540 8.639502 -0.079 0.108 -0.061 -0.062
C 5.170536 0.497305 4.177760 0.001 -0.030 0.076 0.026
C -2.036037 0.432182 -4.796533 -0.044 0.065 0.135 -0.061
C 7.835591 -3.720197 8.711652 -0.043 -0.067 0.046 -0.063
B 0.898293 -0.730731 -0.268043 -0.219 -0.074 0.088 -0.501
H -2.371404 -0.601568 -4.926892 0.019 0.001 -0.073 0.083
H -2.239359 4.450567 6.185778 0.001 -0.008 -0.009 0.078
H -7.573208 1.857340 -5.299322 -0.033 -0.042 -0.008 0.080
H 5.422661 -2.829830 8.347445 -0.019 0.068 0.000 0.065
H -0.055116 -1.170544 -4.313121 -0.018 0.009 0.048 0.093
H -5.671598 2.048827 -6.825497 0.029 0.008 -0.005 0.085
H -0.418892 -2.174709 -0.158217 -0.378 0.272 0.373 0.113
H -2.628972 1.068612 -5.454588 -0.023 -0.029 -0.009 0.069
H -2.238113 0.715446 -3.762783 0.020 0.017 -0.002 0.083
H 7.105710 -1.312796 7.590767 0.053 0.052 -0.019 0.072
H -4.632208 -0.463694 -10.371410 0.008 -0.013 0.040 0.139
H -0.788871 0.790420 -7.239871 -0.018 -0.007 0.004 0.080
H -1.886690 3.968256 3.670747 -0.005 0.001 0.018 0.082
H 2.638389 -0.405247 -1.559418 -0.005 0.042 0.080 0.066
H -0.221660 1.571679 -4.918951 0.033 -0.013 0.043 0.139
H 2.683667 -1.364533 8.070885 -0.010 -0.019 -0.051 0.102
H -0.133516 0.900867 4.648832 -0.186 0.216 -0.289 0.134
H 1.389787 -1.430239 6.878317 0.013 -0.111 -0.098 0.080
H 1.129228 0.234553 -2.222585 0.144 -0.030 0.072 0.045
H -6.393067 1.880334 -3.986370 0.008 -0.013 0.005 0.079
H -1.283693 6.207233 4.660213 0.038 0.029 -0.001 0.136
H 3.977326 -3.245696 1.474474 0.070 0.014 0.095 -0.103
H -0.240078 3.411307 4.013234 -0.024 -0.018 -0.001 0.058
H 1.187887 4.993846 5.231292 0.008 0.014 -0.011 0.087
H 7.325923 -2.488230 10.392469 -0.068 0.005 0.020 0.135
H -0.593713 3.886110 6.521712 -0.023 -0.023 -0.021 0.078
H 5.093661 -0.464884 3.677984 -0.027 0.069 -0.052 0.074
H -4.988597 -1.351331 -12.697501 -0.012 0.004 -0.001 0.080
H -0.529948 -0.879120 -6.716316 -0.046 0.014 -0.011 0.081
H -5.822166 -0.856061 -7.254420 -0.005 -0.011 0.003 0.063
H 0.824763 0.254658 -6.737443 -0.003 0.013 0.004 0.077
H -5.194726 -0.036579 -4.997806 0.069 0.047 -0.024 0.130
H 8.914736 -3.571828 8.773747 0.002 0.011 -0.004 0.078
H 5.296375 1.316040 3.468548 -0.009 -0.057 0.004 0.097
H -7.225020 0.210955 -7.267439 -0.053 0.001 0.053 0.076
H -6.729284 0.199042 -11.591391 0.001 -0.009 -0.010 0.081
H 7.581758 -4.651113 9.218672 0.004 0.005 0.010 0.078
H 1.968348 1.093720 -0.904186 0.132 -0.077 -0.019 0.076
H -0.503806 4.704471 2.846005 -0.017 0.020 0.005 0.082
H -4.089668 -2.491959 -11.683224 0.005 0.013 0.002 0.079
H 6.853445 -0.422925 9.094847 0.007 -0.005 0.012 0.080
H -7.548277 -1.208897 -10.899739 0.007 0.001 -0.044 0.083
H -6.114381 -2.709596 -9.559625 0.013 0.002 0.004 0.090
H 8.473379 -1.002885 8.675459 0.015 -0.070 0.025 0.079
H -7.501927 0.509075 -4.154420 -0.010 -0.003 -0.012 0.079
H 6.056853 0.460839 4.814640 -0.039 0.038 -0.029 0.098
H -5.804271 -2.762160 -12.008150 -0.025 0.030 -0.025 0.081
H -1.088902 5.503630 7.026521 -0.006 0.005 -0.007 0.078
H 2.433325 -2.873988 7.199985 -0.061 0.047 -0.024 0.093
H -7.155727 -1.139812 -6.124442 -0.021 0.018 0.006 0.083
H 7.563970 -3.824865 7.657531 0.029 0.031 -0.011 0.081
H -6.986644 0.088743 -9.842094 0.013 0.005 -0.003 0.064